[1]
The following is a quantum chemistry calculation of the molecule C2H5N3O2 at a distorted geometry, from the Open Molecules 2025 dataset.

Each line ends with the Löwdin charge.
Cartesian coordinates (Å):
N  -1.043  -0.281  0.622  -0.02
C  0.961  -0.045  0.282  -0.59
C  0.037  -0.810  -0.620  -0.17
N  1.145  1.275  -0.086  0.16
O  -1.737  0.846  0.100  -0.11
N  -0.155  -1.880  -1.166  0.20
O  1.720  -0.672  1.008  0.06
H  -1.876  1.429  0.858  0.09
H  -1.690  -1.066  0.641  0.10
H  1.740  1.789  0.547  0.11
H  0.352  1.770  -0.466  0.09
H  0.546  -2.355  -1.720  0.09

Output
HOMO, eV: -9.334
Electronic energy, Ha: -393.826691
SMILES: [H]/N=C(/NO)C(N)=O
HOMO-LUMO gap, eV: 9.759
Lowest unoccupied orbital energy, Eh: 0.01562
Relative energy (zero: lowest compared OMol25 entry of this formula, charge and spin), kJ/mol: 505.60



[2]
The following is a quantum chemistry calculation of the molecule C2H5N3O2 at a distorted geometry, from the Open Molecules 2025 dataset.

Each line ends with the Löwdin charge.
Cartesian coordinates (Å):
C  -0.242  -0.295  0.141  -0.43
C  0.712  0.756  0.199  -0.12
H  -2.005  -1.776  0.504  0.08
H  -0.203  -0.409  2.349  0.21
H  -0.545  -0.338  -1.691  0.08
H  0.672  1.316  1.190  0.13
H  1.990  1.575  -2.286  0.13
N  -0.817  -0.512  1.400  -0.05
N  -0.870  -0.932  -0.841  0.10
N  1.550  1.416  -0.580  0.02
O  -1.836  -1.544  1.457  -0.06
O  1.594  0.745  -1.840  -0.10

Output
HOMO, eV: -9.167
Electronic energy, Ha: -393.784278
SMILES: [H]/N=C(\C=N/O)NO
HOMO-LUMO gap, eV: 8.935
Lowest unoccupied orbital energy, Eh: -0.00853
Relative energy (zero: lowest compared OMol25 entry of this formula, charge and spin), kJ/mol: 616.95



[3]
The following is a quantum chemistry calculation of the molecule C2H5N3O2 at a distorted geometry, from the Open Molecules 2025 dataset.

Each line ends with the Löwdin charge.
Cartesian coordinates (Å):
C  -1.222  -0.032  -0.102  -0.40
C  1.094  -1.172  0.272  -0.21
H  0.168  1.496  0.394  0.06
H  -1.470  1.640  0.827  0.08
H  -2.637  -1.270  -0.825  0.12
H  1.349  -2.095  0.797  0.13
H  2.405  1.527  -0.636  0.21
N  -0.678  1.041  0.703  0.12
N  -2.398  -0.196  -0.609  0.10
N  2.027  -0.409  -0.021  -0.01
O  -0.297  -1.252  -0.045  -0.05
O  1.658  0.721  -0.755  -0.15

Output
HOMO, eV: -9.870
Electronic energy, Ha: -393.841935
SMILES: [H]/N=C(/N)O/C=N\O
HOMO-LUMO gap, eV: 10.241
Lowest unoccupied orbital energy, Eh: 0.01362
Relative energy (zero: lowest compared OMol25 entry of this formula, charge and spin), kJ/mol: 465.57



[4]
The following is a quantum chemistry calculation of the molecule C2H5N3O2S at a distorted geometry, from the Open Molecules 2025 dataset.

Each line ends with the Löwdin charge.
Cartesian coordinates (Å):
C  -0.600  0.728  -0.096  -0.53
C  2.616  -0.689  0.001  -0.69
H  -2.787  -0.021  1.182  0.09
H  -3.133  0.220  -0.385  0.11
H  -0.903  -1.302  -0.243  0.14
H  1.343  1.370  -0.241  0.08
H  2.860  -1.764  0.084  0.09
N  -2.667  -0.472  0.269  0.03
N  -1.314  -0.415  0.015  -0.05
N  0.739  0.598  -0.569  0.08
O  -1.068  1.836  0.035  0.07
O  1.299  -0.662  -0.265  -0.14
S  3.615  0.572  0.214  0.72

Output
HOMO, eV: -9.732
Electronic energy, Ha: -792.067035
SMILES: NNC(=O)NOC=S
HOMO-LUMO gap, eV: 9.687
Lowest unoccupied orbital energy, Eh: -0.00164
Relative energy (zero: lowest compared OMol25 entry of this formula, charge and spin), kJ/mol: 257.77



[5]
The following is a quantum chemistry calculation of the molecule C2H5N3O3 at a distorted geometry, from the Open Molecules 2025 dataset.

Each line ends with the Löwdin charge.
Cartesian coordinates (Å):
C  -0.658  -0.993  -0.229  -0.52
N  -1.855  -1.482  -0.663  0.15
N  0.079  -1.738  0.543  0.00
O  1.386  -1.301  0.605  -0.10
O  -0.289  0.207  -0.698  0.04
H  -2.288  -2.171  -0.073  0.10
H  -2.442  -0.843  -1.173  0.10
N  1.229  2.002  -0.338  0.20
C  0.461  1.141  0.349  -0.47
O  -0.004  1.274  1.439  0.13
H  1.402  2.917  0.041  0.13
H  1.537  1.772  -1.265  0.12
H  1.443  -0.785  1.462  0.11

Output
HOMO, eV: -8.726
Electronic energy, Ha: -469.149061
SMILES: NC(=O)O/C(N)=N\O
HOMO-LUMO gap, eV: 9.256
Lowest unoccupied orbital energy, Eh: 0.01947
Relative energy (zero: lowest compared OMol25 entry of this formula, charge and spin), kJ/mol: 135.57



[6]
The following is a quantum chemistry calculation of the molecule C2H5N3O3 at a distorted geometry, from the Open Molecules 2025 dataset.

Each line ends with the Löwdin charge.
Cartesian coordinates (Å):
C  -0.214  -0.622  -0.696  -0.29
C  1.931  -0.752  0.552  -0.24
H  -1.389  2.248  -0.505  0.14
H  -2.331  1.179  0.234  0.02
H  -1.624  -0.109  -1.910  0.08
H  0.996  0.444  2.058  0.23
H  2.476  -1.267  -0.336  0.17
N  -1.977  1.347  -0.612  0.06
N  -1.255  0.236  -1.121  0.01
N  0.773  -0.010  0.269  -0.07
O  0.168  -1.773  -1.217  -0.01
O  0.056  -0.062  1.559  -0.10
O  2.390  -0.861  1.724  0.00

Output
HOMO, eV: -10.263
Electronic energy, Ha: -469.030178
SMILES: NNC(=O)N(O)C=O
HOMO-LUMO gap, eV: 10.532
Lowest unoccupied orbital energy, Eh: 0.00987
Relative energy (zero: lowest compared OMol25 entry of this formula, charge and spin), kJ/mol: 447.69



[7]
The following is a quantum chemistry calculation of the molecule C2H5N3O3 at a distorted geometry, from the Open Molecules 2025 dataset.

Each line ends with the Löwdin charge.
Cartesian coordinates (Å):
C  0.179  -1.371  0.736  -0.16
C  -0.197  -0.243  -1.364  -0.16
H  0.993  0.268  2.236  0.04
H  0.067  -2.349  0.217  0.14
H  -0.700  1.232  0.916  0.17
H  -0.070  -1.237  -1.846  0.14
H  -0.867  2.467  -2.365  0.07
N  0.550  -1.627  1.937  0.01
N  0.165  -0.171  -0.012  -0.13
N  -0.563  0.656  -2.174  -0.01
O  0.981  -0.553  2.715  -0.06
O  0.247  1.029  0.630  0.01
O  -0.785  1.899  -1.626  -0.05

Output
HOMO, eV: -8.812
Electronic energy, Ha: -468.995124
SMILES: O/N=C\N(O)/C=N\O
HOMO-LUMO gap, eV: 9.223
Lowest unoccupied orbital energy, Eh: 0.01512
Relative energy (zero: lowest compared OMol25 entry of this formula, charge and spin), kJ/mol: 539.73



[8]
The following is a quantum chemistry calculation of the molecule C2H5N3OS at a distorted geometry, from the Open Molecules 2025 dataset.

Each line ends with the Löwdin charge.
Cartesian coordinates (Å):
C  1.202  -0.510  0.635  -0.85
C  -1.096  0.163  -0.972  -0.82
H  2.205  -0.683  2.206  0.17
H  1.757  0.911  1.756  0.03
H  0.264  -1.887  -0.241  0.05
H  -1.976  1.920  -0.723  0.08
H  -2.767  0.752  -1.851  0.13
N  2.219  0.089  1.367  0.00
N  0.980  -1.714  0.499  0.11
N  -1.972  1.124  -1.320  0.10
O  -1.178  -1.035  -1.181  -0.01
S  0.363  0.870  -0.176  1.00

Output
HOMO, eV: -9.783
Electronic energy, Ha: -716.905493
SMILES: [H]/N=C(/N)SC(N)=O
HOMO-LUMO gap, eV: 10.250
Lowest unoccupied orbital energy, Eh: 0.01715
Relative energy (zero: lowest compared OMol25 entry of this formula, charge and spin), kJ/mol: 92.46



[9]
The following is a quantum chemistry calculation of the molecule C2H5N3OS at a distorted geometry, from the Open Molecules 2025 dataset.

Each line ends with the Löwdin charge.
Cartesian coordinates (Å):
C  1.206  -0.079  0.103  -0.76
C  -1.397  0.486  0.389  -0.37
H  3.171  -0.287  -0.524  0.15
H  2.275  -1.801  -0.037  0.04
H  2.320  1.465  -0.212  0.08
H  -0.647  1.399  0.752  0.11
H  -4.259  -0.416  -0.324  0.16
N  2.392  -0.835  0.047  0.02
N  1.203  1.281  -0.163  -0.03
N  -2.700  0.591  0.022  -0.09
O  -3.242  -0.735  -0.175  -0.19
S  -0.322  -1.069  0.122  0.87

Output
HOMO, eV: -9.097
Electronic energy, Ha: -716.758767
SMILES: [H]/N=C(\N)S/C=N\O
HOMO-LUMO gap, eV: 9.561
Lowest unoccupied orbital energy, Eh: 0.01707
Relative energy (zero: lowest compared OMol25 entry of this formula, charge and spin), kJ/mol: 477.69



[10]
The following is a quantum chemistry calculation of the ion C2H5N3P with charge +1 at a distorted geometry, from the Open Molecules 2025 dataset.

Each line ends with the Löwdin charge.
Cartesian coordinates (Å):
C  -1.350  -0.540  -0.184  -0.10
C  1.282  -1.490  0.174  -0.06
N  1.375  -0.349  0.664  -0.21
N  -2.432  -0.406  0.178  0.21
N  0.711  1.862  -0.371  -0.18
P  0.210  0.751  0.698  0.87
H  1.153  1.676  -1.303  0.10
H  1.958  -2.335  0.350  0.10
H  0.337  -1.779  -0.368  0.05
H  -3.293  -0.115  0.530  0.11
H  0.049  2.725  -0.369  0.11

Output
HOMO, eV: -14.944
Total charge: +1
Electronic energy, Ha: -584.504752
SMILES: C=NP(=[NH2+])=C=N
HOMO-LUMO gap, eV: 9.830
Lowest unoccupied orbital energy, Eh: -0.18792
Relative energy (zero: lowest compared OMol25 entry of this formula, charge and spin), kJ/mol: 130.41



[11]
The following is a quantum chemistry calculation of the molecule C2H5N3S at a distorted geometry, from the Open Molecules 2025 dataset.

Each line ends with the Löwdin charge.
Cartesian coordinates (Å):
C  0.140  -0.311  -0.634  -0.52
C  1.109  -0.141  0.593  -0.07
N  -0.677  -1.359  -0.157  -0.01
N  -1.980  -0.808  0.321  -0.37
N  -0.605  0.974  -0.728  -0.30
S  -2.154  0.727  -0.019  0.87
H  0.505  -0.683  -1.538  0.11
H  1.903  0.568  0.276  0.07
H  1.449  -1.213  0.806  0.10
H  0.608  0.402  1.436  0.08
H  -0.297  1.845  -0.355  0.04

Output
HOMO (spin up / spin down), eV: -8.311 / -8.030
Electronic energy, Ha: -641.523397
SMILES: C[C@H]1N=NSN1
HOMO-LUMO gap (spin up / spin down), eV: 8.058 / 7.932
Lowest unoccupied orbital energy (spin up / spin down), Eh: -0.00928 / -0.00362
Relative energy (zero: lowest compared OMol25 entry of this formula, charge and spin), kJ/mol: 421.76



[12]
The following is a quantum chemistry calculation of the molecule C2H5N3S2 at a distorted geometry, from the Open Molecules 2025 dataset.

Each line ends with the Löwdin charge.
Cartesian coordinates (Å):
C  -0.750  -0.265  0.087  -0.57
C  0.676  0.015  0.056  -1.08
H  -3.055  -0.611  -0.417  0.13
H  -3.471  1.156  -0.543  0.15
H  -1.839  -1.811  0.670  0.08
H  -0.317  -2.220  0.167  0.05
H  2.492  1.449  -0.189  -0.10
N  -2.887  0.399  0.006  -0.02
N  -1.636  0.682  0.061  -0.06
N  -1.178  -1.589  -0.072  0.03
S  1.153  1.706  0.013  0.75
S  1.755  -1.262  -0.045  0.64

Output
HOMO, eV: -8.629
Electronic energy, Ha: -1039.793071
SMILES: N/N=C(\N)C(=S)S
HOMO-LUMO gap, eV: 7.838
Lowest unoccupied orbital energy, Eh: -0.02906
Relative energy (zero: lowest compared OMol25 entry of this formula, charge and spin), kJ/mol: 237.06